The following is a quantum chemistry calculation of a cluster of 2 separate species, C18H18Cl2N6 in total, from the Open Molecules 2025 dataset.

XYZ file:
```
44
C18H18Cl2N6 (ωB97M-V/def2-TZVPD)
N 0.88394 3.51933 4.83618
C 1.43845 2.31196 4.42480
N 0.65315 1.33285 3.83227
C 1.15975 0.22819 3.68791
N 0.41210 -0.51243 3.14021
C 0.62462 -1.87754 2.72651
H 1.46146 -2.19252 3.23202
C 0.89975 -1.88724 1.10988
H 1.14794 -2.87681 0.75946
H 1.57044 -1.12065 0.84140
C -0.53981 -1.57727 0.59125
C -0.31985 -1.28364 -0.89076
C -1.05428 -0.17430 -1.86213
C -0.69223 -0.71694 -3.10236
N 0.41074 -1.54872 -3.06358
N 0.29874 -1.85948 -1.63654
H 0.99689 -2.43011 -1.48605
C -1.10221 0.02110 -4.30091
C -1.99881 0.84343 -4.55841
C -2.47826 1.45558 -5.58506
C -1.64506 1.08088 -6.79711
C -0.86556 0.00287 -6.59328
C -0.46332 -0.56289 -5.51522
H 0.20748 -1.25979 -5.35659
H -0.04764 -0.39282 -7.74805
Cl -2.20912 1.74228 -8.41385
H -3.14709 2.44888 -5.71934
H -2.50148 1.12780 -3.58822
H -1.98694 0.38143 -1.42115
C -1.04435 -0.03142 1.20342
H -1.90449 0.12689 0.83074
C -0.87391 -0.21123 2.71534
H -1.26083 0.66816 3.19469
H -1.73058 -0.85521 3.01828
H -0.24211 0.78123 0.98946
H -1.36336 -2.33871 0.70872
H 0.02137 -2.69121 2.82734
C 2.23480 -0.15425 4.18545
C 3.20691 0.83501 4.69575
N 2.71276 1.96125 5.06451
Cl 4.67590 0.66614 5.09774
H 2.75287 -1.16843 4.13594
H 0.09314 3.81360 4.57440
H 1.60812 4.37474 5.21495
```

Here is what natural (NBO) gives for the atomic charges, in e:
1. N -0.760
2. C 0.596
3. N -0.548
4. C 0.324
5. N -0.361
6. C -0.203
7. H 0.206
8. C -0.419
9. H 0.201
10. H 0.217
11. C -0.244
12. C 0.301
13. C -0.395
14. C 0.116
15. N -0.379
16. N -0.316
17. H 0.387
18. C -0.051
19. C -0.192
20. C -0.206
21. C -0.002
22. C -0.202
23. C -0.169
24. H 0.227
25. H 0.170
26. Cl -0.036
27. H 0.251
28. H 0.196
29. H 0.229
30. C -0.338
31. H 0.188
32. C -0.239
33. H 0.247
34. H 0.187
35. H 0.210
36. H 0.237
37. H 0.206
38. C -0.402
39. C 0.141
40. N -0.544
41. Cl 0.174
42. H 0.213
43. H 0.370
44. H 0.414



16
Properties=species:S:1:pos:R:3 method="wB97M-V/def2-TZVPD" smiles="c1cncnc1.O=BO.F"
C -2.86903 -0.75961 0.34732
C -1.53696 -0.66627 0.73137
N -0.68790 0.30565 0.45723
C -1.27784 1.34246 -0.28967
N -2.56368 1.35835 -0.71928
C -3.29651 0.30340 -0.37648
H -3.52045 -1.56522 0.84433
H -1.07774 -1.45660 1.25487
H -0.77502 2.25199 -0.43212
H -4.38999 0.47290 -0.62194
O 3.97940 -0.42396 -0.56163
B 2.97349 -0.21874 0.09149
O 2.02095 -0.01167 0.92477
H 1.11430 0.40874 0.73017
F 6.37452 -0.72481 -1.29068
H 5.53248 -0.61662 -1.08975



14
Properties=species:S:1:pos:R:3 method="wB97M-V/def2-TZVPD" relative_energy_ev=2.070 smiles=C1C[C@H]2OC[C@@H]12
C -0.14688 -0.14745 -1.24872
C -1.30516 0.49754 -0.44257
C -0.36409 0.64105 0.75241
O -0.26111 -0.57061 1.52217
C 1.01198 -0.88429 0.93310
C 0.84300 0.21307 -0.10164
H -0.24911 -1.22427 -1.42139
H 0.06245 0.34212 -2.20226
H -2.20786 -0.09259 -0.26182
H -1.59056 1.47253 -0.85056
H -0.42396 1.52919 1.38912
H 1.06721 -1.91958 0.57379
H 1.82797 -0.70250 1.64550
H 1.69712 0.84475 -0.36806



Let's list E_HOMO in order: -8.12 -11.04 -9.49 eV.
Let's list max |F| in order: 18.8 4.8 0.7 eV/A.
Let's list LUMO energy in order: 0.34 -0.27 1.18 eV.